Here is a structure of composition C29H36AsN3O2Os from the OMol25 dataset. Energies are from ωB97M-V with the def2-TZVPD basis set.

## Properties
Multiplicity = 1
Total charge = +2
Orbital gap (alpha / beta) = 4.82 / 4.82 eV
DFT total energy = -3767.265461 hartree

CARTESIAN COORDINATES (ANGSTROEM)
Os  -0.002  0.311  -0.549
As  0.105  3.004  0.097
O  3.426  -0.466  1.570
O  -3.533  0.342  1.485
N  1.947  -0.044  -0.151
N  -2.029  0.150  -0.256
N  -0.064  -0.167  1.379
C  1.087  -0.472  3.421
C  -2.790  0.698  -2.492
C  0.458  4.327  -1.335
C  -2.965  0.012  -1.255
C  -0.138  -0.501  4.083
C  1.345  5.080  1.818
C  5.000  0.261  -2.220
C  4.077  0.556  -1.226
C  3.566  -1.443  -3.129
C  4.757  -0.720  -3.165
C  1.690  3.933  -2.143
C  1.086  -0.292  2.045
C  -2.419  0.116  1.078
C  -2.183  4.896  0.515
C  2.874  -0.193  -1.178
C  -3.845  0.766  -3.377
C  -1.319  -0.299  3.376
C  -5.175  -0.672  -1.989
C  1.376  -2.030  -2.080
C  -4.122  -0.816  -1.094
C  2.308  -0.265  1.159
C  -5.065  0.144  -3.095
C  4.360  1.644  -0.251
C  -1.508  1.411  -2.821
C  -4.210  -1.879  -0.062
C  1.284  3.574  1.599
C  2.616  -1.190  -2.160
C  -1.693  3.482  0.800
C  -1.247  -0.126  1.998
H  0.352  5.503  1.956
H  -3.227  -2.216  0.266
H  1.810  4.590  -3.003
H  1.339  -2.729  -2.909
H  0.582  5.306  -0.869
H  5.923  0.820  -2.250
H  2.029  -0.593  3.934
H  -2.282  -0.282  3.864
H  -0.594  0.800  -2.583
H  -2.414  2.768  0.392
H  0.458  -1.411  -2.125
H  4.808  1.214  0.647
H  3.445  2.159  0.040
H  -0.168  -0.675  5.147
H  -4.762  -1.520  0.810
H  2.294  3.186  1.448
H  -5.894  0.251  -3.774
H  -3.744  1.321  -4.298
H  -1.462  2.370  -2.290
H  0.887  3.083  2.494
H  -2.287  5.078  -0.553
H  1.835  5.588  0.988
H  3.400  -2.231  -3.850
H  1.606  2.902  -2.502
H  -3.161  5.025  0.973
H  2.591  4.009  -1.535
H  -1.459  1.616  -3.888
H  -4.761  -2.727  -0.466
H  -1.521  5.651  0.932
H  -1.644  3.307  1.879
H  5.482  -0.916  -3.939
H  -0.415  4.381  -1.989
H  1.367  -2.607  -1.154
H  5.066  2.355  -0.668
H  -6.075  -1.243  -1.825
H  1.919  5.289  2.719